Density functional theory data (wB97M-V/def2-TZVPD) for C22H39INO5Se2Zr as an isolated structure.

Computed properties:
HOMO level: -0.3802 hartree
energy relative to the best compared isomer or geometry (same formula, charge and spin): 0.000 eV
total charge: +1
Kohn-Sham gap: 7.54 eV
spin multiplicity: 1
LUMO: -0.10329 Ha
max |F|: 0.54 eV Å⁻¹

Each line ends with the natural charge from an NBO analysis.
Atoms and positions in Å:
Zr: 0.69 0.80 0.94  1.28
C: -0.33 -3.61 0.60  -0.65
C: 0.88 -2.98 1.21  0.09
C: 1.64 -2.02 0.53  -0.33
C: 2.80 -1.49 1.09  -0.22
C: 3.22 -1.91 2.35  -0.18
C: 2.48 -2.85 3.04  -0.18
C: 1.32 -3.38 2.47  -0.23
H: -0.29 -4.69 0.69  0.24
H: -0.42 -3.36 -0.46  0.21
H: -1.24 -3.28 1.11  0.21
H: 1.38 -1.74 -0.49  0.25
H: 3.39 -0.78 0.53  0.26
H: 4.11 -1.49 2.79  0.23
H: 2.79 -3.19 4.01  0.23
H: 0.76 -4.13 3.01  0.22
O: 3.00 4.22 -3.69  -0.73
C: 3.48 2.89 -3.76  -0.04
C: 2.88 2.06 -2.62  -0.14
C: 3.36 0.64 -2.91  -0.05
O: 3.18 -0.25 -1.81  -0.73
C: 1.37 2.23 -2.73  -0.53
Se: 0.21 1.12 -1.61  -0.21
C: 3.44 2.63 -1.33  -0.56
Se: 2.87 2.07 0.47  -0.10
H: 3.43 4.76 -4.35  0.48
H: 4.58 2.87 -3.68  0.17
H: 3.21 2.44 -4.72  0.17
H: 4.43 0.69 -3.16  0.17
H: 2.83 0.26 -3.80  0.17
H: 3.72 -1.02 -1.97  0.48
H: 1.06 1.98 -3.74  0.23
H: 1.11 3.27 -2.55  0.24
H: 3.28 3.71 -1.34  0.24
H: 4.52 2.46 -1.30  0.23
C: -0.16 3.94 0.58  -0.24
O: -0.51 2.73 1.30  -0.59
C: -0.96 3.04 2.63  -0.09
C: -1.74 1.86 3.14  -0.08
O: -1.09 0.69 2.66  -0.58
C: -1.27 -0.46 3.50  -0.25
H: -1.03 4.60 0.57  0.19
H: 0.10 3.65 -0.43  0.23
H: 0.69 4.41 1.07  0.21
H: -1.60 3.93 2.60  0.21
H: -0.09 3.24 3.25  0.23
H: -2.77 1.86 2.76  0.19
H: -1.77 1.87 4.23  0.21
H: -0.81 -0.28 4.47  0.21
H: -0.78 -1.30 3.01  0.21
H: -2.34 -0.67 3.62  0.19
O: -0.93 -0.58 0.41  -0.77
C: -1.98 -0.86 -0.24  0.76
C: -3.33 -0.71 0.41  -0.50
C: -4.11 -2.02 0.56  -0.39
C: -4.79 -2.50 -0.72  -0.40
C: -3.83 -2.83 -1.86  -0.41
C: -3.02 -1.64 -2.35  -0.23
N: -1.90 -1.30 -1.48  -0.55
H: -3.91 0.00 -0.19  0.24
H: -3.15 -0.25 1.38  0.24
H: -4.88 -1.86 1.32  0.23
H: -3.45 -2.80 0.95  0.21
H: -5.49 -1.73 -1.05  0.20
H: -5.38 -3.38 -0.49  0.23
H: -4.42 -3.20 -2.71  0.23
H: -3.15 -3.63 -1.58  0.21
H: -3.66 -0.76 -2.48  0.21
H: -2.58 -1.86 -3.32  0.23
H: -0.97 -1.25 -1.89  0.44
I: 1.92 1.12 3.53  -0.33



Density functional theory data (wB97M-V/def2-TZVPD) for C23H27Br39I2N2P as an isolated structure in a non-equilibrium geometry.

Computed properties:
HOMO level: -0.1822 hartree
total charge: -1
Kohn-Sham gap: 5.55 eV
spin multiplicity: 1
LUMO: 0.02170 Ha
max |F|: 5.73 eV Å⁻¹

Each line ends with the Löwdin charge.
Atoms and positions in Å:
C: -1.02 -3.04 -1.07  -0.27
C: -2.12 -3.03 0.10  -0.81
I: -4.17 -3.17 -0.57  0.77
C: -1.76 -2.95 1.49  -0.75
I: 0.44 -2.91 1.75  0.79
P: -3.01 -2.93 2.95  0.34
C: -1.86 -1.84 4.08  -0.39
C: -0.98 -2.69 5.11  -0.30
N: 0.08 -2.14 5.69  0.01
C: -3.85 -1.30 2.41  -0.31
C: -3.28 -0.19 1.52  -0.07
C: -4.12 1.00 1.17  -0.19
N: -5.43 1.37 1.55  0.00
C: -5.90 0.35 2.41  -0.19
C: -5.27 -0.94 2.86  -0.08
H: -0.42 -2.07 -1.04  0.00
H: -0.30 -3.93 -0.93  0.03
H: -1.52 -3.14 -2.10  0.04
H: -3.96 -3.78 2.27  -0.06
H: -2.35 -4.12 3.49  -0.04
H: -3.94 -2.95 4.09  -0.03
H: -1.27 -1.06 3.50  0.05
H: -2.59 -1.24 4.75  0.07
H: -1.25 -3.78 5.32  0.10
H: 0.07 -1.17 5.31  0.04
H: -2.22 -0.28 1.13  0.07
H: -3.62 1.77 0.47  0.09
H: -6.95 0.55 2.82  0.10
H: -5.84 -1.65 3.54  0.09
C: -0.87 -1.27 8.90  -1.62
Br: -2.71 -1.31 8.29  0.55
Br: -0.28 0.54 9.28  0.54
Br: -0.59 -2.45 10.41  0.54
H: -0.25 -1.64 8.08  -0.07
C: -7.93 3.64 1.22  -1.61
Br: -7.01 4.65 -0.16  0.55
Br: -7.82 4.51 2.95  0.57
Br: -9.76 3.25 0.72  0.55
H: -7.41 2.68 1.31  -0.07
C: 0.91 0.94 -2.46  -1.57
Br: 2.03 -0.59 -2.05  0.53
Br: 0.12 0.80 -4.23  0.53
Br: -0.42 1.23 -1.10  0.55
H: 1.56 1.81 -2.47  -0.05
C: -0.32 -1.38 -8.14  -1.59
Br: -1.18 -2.22 -6.62  0.53
Br: -0.34 0.55 -8.01  0.56
Br: 1.47 -2.07 -8.42  0.57
H: -0.90 -1.65 -9.03  -0.09
C: 0.85 4.84 1.14  -1.56
Br: 1.84 4.06 -0.33  0.52
Br: 0.54 6.74 0.88  0.57
Br: -0.80 3.87 1.49  0.53
H: 1.47 4.74 2.03  -0.03
C: -4.56 3.60 4.97  -1.60
Br: -4.80 1.79 5.62  0.58
Br: -3.97 4.82 6.36  0.55
Br: -3.37 3.64 3.44  0.53
H: -5.53 3.95 4.63  -0.10
C: 4.35 -0.61 1.43  -1.58
Br: 3.68 -1.49 3.02  0.54
Br: 4.89 -1.87 0.06  0.54
Br: 3.06 0.67 0.77  0.46
H: 5.24 -0.06 1.73  -0.08
C: 6.25 3.13 0.22  -1.56
Br: 7.37 1.60 0.63  0.55
Br: 5.47 3.00 -1.55  0.57
Br: 4.91 3.43 1.58  0.54
H: 6.90 4.01 0.21  -0.11
C: -3.44 2.74 -7.08  -1.63
Br: -5.27 2.70 -7.72  0.55
Br: -2.82 4.56 -6.78  0.56
Br: -3.19 1.62 -5.52  0.54
H: -2.81 2.32 -7.87  -0.07
C: 10.08 4.82 1.04  -1.58
Br: 9.46 3.90 2.63  0.56
Br: 10.65 3.58 -0.33  0.53
Br: 8.76 6.08 0.37  0.60
H: 10.96 5.40 1.33  -0.03
C: -3.16 -3.85 -11.05  -1.61
Br: -4.03 -4.69 -9.53  0.57
Br: -3.18 -1.91 -10.91  0.58
Br: -1.37 -4.54 -11.33  0.56
H: -3.74 -4.11 -11.93  -0.03
C: 13.03 -0.03 0.39  -1.61
Br: 11.12 0.09 0.68  0.53
Br: 13.97 1.48 1.16  0.55
Br: 13.75 -1.72 1.01  0.56
H: 13.19 0.01 -0.69  -0.03
C: 0.78 -6.25 -3.65  -1.61
Br: -0.05 -4.95 -4.82  0.53
Br: 1.30 -7.85 -4.62  0.55
Br: 2.27 -5.49 -2.67  0.56
H: 0.03 -6.55 -2.92  -0.02



Q: Which of these has the lowest total charge?
A: C23H27Br39I2N2P



Q: Which value of max |F| does entry 2 give?
A: 5.73 eV Å⁻¹



Q: Which of these has the highest total charge?
A: C22H39INO5Se2Zr